a.
C4H12 | ωB97M-V with the def2-TZVPD basis set

```
16
C4H12 (ωB97M-V with the def2-TZVPD basis set)
C 2.11 -0.74 -0.89
C 2.32 0.60 -0.37
H 2.49 -1.50 0.01
H 1.06 -1.09 -1.11
H 2.88 -0.90 -1.65
H 2.33 1.31 -1.30
H 3.31 0.72 0.08
H 1.56 1.13 0.22
C -2.68 0.13 1.28
C -1.87 -0.15 -0.06
H -3.17 -0.65 1.76
H -1.96 0.56 2.04
H -3.34 1.11 1.24
H -0.99 -0.73 0.30
H -1.67 0.75 -0.70
H -2.37 -0.57 -0.84
```

Summary:
Total charge: 0
E_HOMO (eV): -10.77
Kohn-Sham gap (eV): 11.9
SMILES string: CC.CC

=====

b.
C4H12 | ωB97M-V with the def2-TZVPD basis set

```
16
C4H12 (ωB97M-V with the def2-TZVPD basis set)
C -2.70 0.17 -0.35
C -2.40 -0.84 0.75
H -2.12 -0.05 -1.25
H -3.75 0.21 -0.62
H -2.34 1.16 -0.07
H -1.34 -1.08 0.70
H -2.94 -1.76 0.52
H -2.62 -0.52 1.76
C 2.61 0.33 0.60
C 2.46 0.30 -0.92
H 1.68 -0.01 1.08
H 3.43 -0.30 0.92
H 2.78 1.32 0.99
H 2.96 -0.51 -1.43
H 2.85 1.23 -1.38
H 1.45 0.34 -1.30
```

Summary:
Total charge: 0
E_HOMO (eV): -11.64
Kohn-Sham gap (eV): 12.7
SMILES string: CC.CC

=====

Computed relative energies in units of kJ/mol: a 136.7; b 0.0

=====

a.
C4H12 | ωB97M-V with the def2-TZVPD basis set

```
16
C4H12 (ωB97M-V with the def2-TZVPD basis set)
C 0.18 2.22 -0.01
C -0.15 1.97 -1.48
H -0.67 2.06 0.66
H 0.91 1.45 0.25
H 0.60 3.19 0.22
H -0.88 1.17 -1.61
H -0.50 2.81 -2.09
H 0.82 1.78 -1.94
C 0.06 -1.49 0.29
C -0.16 -2.63 1.24
H 0.69 -0.70 0.70
H 0.57 -1.84 -0.62
H -0.85 -1.02 -0.06
H 0.73 -3.22 1.44
H -0.56 -2.33 2.21
H -0.78 -3.42 0.81
```

Summary:
Total charge: 0
E_HOMO (eV): -11.51
Kohn-Sham gap (eV): 12.7
SMILES string: CC.CC

=====

b.
C4H12 | ωB97M-V with the def2-TZVPD basis set

```
16
C4H12 (ωB97M-V with the def2-TZVPD basis set)
C 1.78 -2.39 0.96
C 1.41 -1.18 1.84
H 2.47 -2.03 0.19
H 2.22 -3.18 1.53
H 0.74 -2.69 0.51
H 0.53 -0.73 1.38
H 2.23 -0.42 1.82
H 1.18 -1.48 2.87
C -1.89 1.38 -0.82
C -1.28 2.18 -1.96
H -1.10 1.31 -0.09
H -2.84 1.76 -0.46
H -2.16 0.34 -1.02
H -0.38 1.72 -2.40
H -1.05 3.24 -1.69
H -1.97 2.37 -2.76
```

Summary:
Total charge: 0
E_HOMO (eV): -11.48
Kohn-Sham gap (eV): 12.5
SMILES string: CC.CC

=====

Computed relative energies in units of kJ/mol: a 0.0; b 25.0

=====

a.
C4H12 | ωB97M-V with the def2-TZVPD basis set

```
16
C4H12 (ωB97M-V with the def2-TZVPD basis set)
C -0.13 -1.39 -1.17
C 0.33 -2.14 -2.42
H -1.19 -1.59 -0.98
H 0.42 -1.74 -0.31
H -0.17 -0.31 -1.30
H -0.12 -1.75 -3.33
H -0.03 -3.16 -2.31
H 1.39 -1.98 -2.65
C 0.17 1.05 1.98
C -0.31 2.47 1.63
H 0.76 1.09 2.90
H -0.60 0.31 2.20
H 0.75 0.65 1.19
H -1.27 2.47 1.10
H 0.41 2.93 0.96
H -0.40 3.08 2.52
```

Summary:
Total charge: 0
E_HOMO (eV): -11.74
Kohn-Sham gap (eV): 12.9
SMILES string: CC.CC

=====

b.
C4H12 | ωB97M-V with the def2-TZVPD basis set

```
16
C4H12 (ωB97M-V with the def2-TZVPD basis set)
C 1.94 1.58 -0.03
C 0.92 1.58 -1.17
H 2.96 1.35 -0.34
H 1.90 2.51 0.54
H 1.62 0.81 0.68
H 1.06 2.35 -1.94
H 0.85 0.63 -1.69
H -0.03 1.84 -0.71
C -1.02 -1.46 -0.09
C -1.81 -1.70 1.20
H -0.17 -2.13 -0.10
H -1.63 -1.67 -0.97
H -0.59 -0.45 -0.05
H -2.49 -0.88 1.43
H -2.38 -2.62 1.18
H -1.13 -1.73 2.07
```

Summary:
Total charge: 0
E_HOMO (eV): -11.67
Kohn-Sham gap (eV): 12.8
SMILES string: CC.CC

=====

c.
C4H12 | ωB97M-V with the def2-TZVPD basis set

```
16
C4H12 (ωB97M-V with the def2-TZVPD basis set)
C 2.03 -1.01 -4.65
C 2.32 -1.16 -6.16
H 2.43 -1.91 -4.16
H 0.96 -1.09 -4.45
H 2.45 -0.15 -4.14
H 2.20 -2.20 -6.39
H 1.73 -0.41 -6.66
H 3.35 -0.85 -6.34
C -2.77 1.59 5.26
C -1.64 0.53 5.40
H -2.49 2.40 5.92
H -3.70 1.17 5.63
H -2.97 2.01 4.27
H -1.54 -0.23 4.65
H -0.82 1.25 5.44
H -1.53 0.05 6.37
```

Summary:
Total charge: 0
E_HOMO (eV): -11.34
Kohn-Sham gap (eV): 12.7
SMILES string: CC.CC

=====

d.
C4H12 | ωB97M-V with the def2-TZVPD basis set

```
16
C4H12 (ωB97M-V with the def2-TZVPD basis set)
C -0.19 -1.23 1.37
C 0.92 -2.02 2.16
H -1.11 -1.79 1.38
H -0.35 -0.30 1.91
H 0.20 -1.01 0.38
H 1.76 -2.13 1.49
H 0.58 -3.00 2.51
H 1.14 -1.48 3.08
C 0.33 1.61 -1.43
C -1.05 1.59 -2.16
H 0.91 0.71 -1.54
H 0.81 2.55 -1.73
H 0.15 1.81 -0.37
H -1.11 0.79 -2.90
H -1.78 1.42 -1.38
H -1.23 2.48 -2.76
```

Summary:
Total charge: 0
E_HOMO (eV): -11.71
Kohn-Sham gap (eV): 12.9
SMILES string: CC.CC

=====

Computed relative energies in units of kJ/mol: a 17.4; b 0.0; c 44.9; d 36.9

=====

a.
C4H12 | ωB97M-V with the def2-TZVPD basis set

```
16
C4H12 (ωB97M-V with the def2-TZVPD basis set)
C -2.13 -0.67 -1.40
C -1.94 0.39 -0.29
H -1.61 -0.24 -2.26
H -1.69 -1.64 -1.17
H -3.18 -0.69 -1.66
H -0.93 0.54 0.09
H -2.29 1.32 -0.74
H -2.40 0.10 0.66
C 1.94 -0.04 0.10
C 2.12 0.32 1.60
H 1.55 -1.06 0.00
H 1.33 0.70 -0.41
H 2.91 -0.17 -0.41
H 2.23 1.40 1.76
H 3.12 -0.06 1.79
H 1.28 0.00 2.21
```

Summary:
Total charge: 0
E_HOMO (eV): -11.51
Kohn-Sham gap (eV): 12.6
SMILES string: CC.CC

=====

b.
C4H12 | ωB97M-V with the def2-TZVPD basis set

```
16
C4H12 (ωB97M-V with the def2-TZVPD basis set)
C 0.02 1.78 1.21
C -0.56 1.62 2.59
H 0.93 1.19 1.16
H -0.66 1.63 0.38
H 0.30 2.81 0.95
H -0.89 0.63 2.93
H -1.40 2.29 2.75
H 0.18 1.80 3.38
C 0.02 -2.39 -2.30
C 0.54 -1.07 -1.68
H 0.81 -3.10 -2.46
H -0.51 -2.83 -1.46
H -0.64 -2.20 -3.14
H 0.57 -0.11 -2.21
H 1.49 -1.26 -1.17
H -0.20 -0.80 -0.92
```

Summary:
Total charge: 0
E_HOMO (eV): -11.29
Kohn-Sham gap (eV): 12.4
SMILES string: CC.CC

=====

c.
C4H12 | ωB97M-V with the def2-TZVPD basis set

```
16
C4H12 (ωB97M-V with the def2-TZVPD basis set)
C 1.26 1.18 2.01
C 1.65 -0.04 1.18
H 1.84 1.24 2.96
H 1.52 2.15 1.64
H 0.22 1.24 2.32
H 1.26 -0.92 1.69
H 2.71 -0.09 1.06
H 1.25 0.19 0.20
C -1.66 -0.72 -0.97
C -1.29 -0.43 -2.40
H -0.85 -0.52 -0.23
H -2.61 -0.30 -0.55
H -1.90 -1.76 -0.66
H -1.75 -1.18 -3.06
H -0.25 -0.67 -2.55
H -1.40 0.63 -2.62
```

Summary:
Total charge: 0
E_HOMO (eV): -11.41
Kohn-Sham gap (eV): 12.5
SMILES string: CC.CC

=====

d.
C4H12 | ωB97M-V with the def2-TZVPD basis set

```
16
C4H12 (ωB97M-V with the def2-TZVPD basis set)
C 0.61 1.15 2.24
C 0.91 -0.32 2.56
H -0.17 1.57 2.88
H 1.52 1.73 2.33
H 0.24 1.24 1.21
H 1.96 -0.53 2.35
H 0.25 -1.00 2.02
H 0.87 -0.47 3.64
C -1.53 -0.29 -2.31
C -0.03 -0.52 -2.47
H -2.02 -1.13 -1.82
H -1.74 0.64 -1.80
H -2.01 -0.27 -3.29
H 0.52 -0.28 -1.56
H 0.26 -1.55 -2.66
H 0.36 0.04 -3.32
```

Summary:
Total charge: 0
E_HOMO (eV): -11.77
Kohn-Sham gap (eV): 12.8
SMILES string: CC.CC

=====

Computed relative energies in units of kJ/mol: a 30.9; b 40.1; c 46.2; d 0.0